18
Properties=species:S:1:pos:R:3 method="wB97M-V/def2-TZVPD" homo_energy_ev="-9.74 / -8.67" energy_ha=-687.020776 gap_ev="9.03 / 7.72" largest_force_ev_per_a=3.2 relative_energy_kj_mol=495.1
C -0.9978 -1.4596 1.0083
C -0.6550 -1.0613 -0.4240
C -0.5588 0.4383 -0.5793
C 0.7910 0.7163 -1.2992
N 0.2236 2.0994 1.8141
O 0.0462 3.2048 -1.5931
S 1.2041 2.4972 -1.0700
H -0.9662 -2.5761 1.0899
H -0.4338 -0.8154 1.7792
H -2.0863 -1.0657 1.1948
H 0.3536 -1.2968 -0.7816
H -1.5289 -1.3823 -1.1427
H -1.3727 0.7557 -1.1325
H -0.5314 0.9371 0.4359
H 1.5774 0.0813 -0.7188
H 0.7978 0.4719 -2.4190
H 1.1653 1.6908 2.2500
H 0.4981 3.0624 1.6892



18
Properties=species:S:1:pos:R:3 method="wB97M-V/def2-TZVPD" homo_energy_ev=-8.90 energy_ha=-687.150984 gap_ev=9.69 largest_force_ev_per_a=1.6 relative_energy_kj_mol=153.2
C -1.6902 -0.0171 -1.3939
N -0.2324 0.0554 -1.3878
C 0.5010 -0.2001 -0.1664
C 0.4504 0.9384 0.8405
S 1.9850 1.9250 0.6598
C 0.0948 -1.5329 0.4877
O 0.9556 -1.8468 1.5806
H -2.0535 -0.8454 -0.7801
H -2.1919 0.8862 -1.0089
H -2.0292 -0.1328 -2.4199
H 0.1007 0.8543 -1.8952
H 1.5253 -0.4040 -0.4982
H 0.3512 0.7209 1.9039
H -0.3717 1.6292 0.6378
H 1.5761 3.0677 1.2247
H -0.9003 -1.4584 0.9314
H 0.1767 -2.3313 -0.2429
H 1.7527 -1.3085 1.5269



18
Properties=species:S:1:pos:R:3 method="wB97M-V/def2-TZVPD" homo_energy_ev=-8.22 energy_ha=-687.098554 gap_ev=9.09 largest_force_ev_per_a=4.7 relative_energy_kj_mol=290.9
C -1.8308 -1.3077 -0.2607
C -1.0591 -0.0178 -0.3987
C -0.0175 0.4216 1.7210
C 2.2290 0.5857 -1.2485
N 0.1445 0.1057 0.3269
O 2.3289 -0.8543 0.9772
S 1.4846 -0.8096 -0.2064
H -1.1499 -2.1323 -0.1016
H -2.5218 -1.3035 0.5696
H -2.4344 -1.4910 -1.1779
H -1.6781 0.9846 -0.3742
H -0.7415 0.2241 -1.5032
H -0.2538 -0.4783 2.2298
H 0.9579 0.9021 2.0090
H -0.7790 1.1681 1.6262
H 3.1777 0.2276 -1.4054
H 1.5645 0.7296 -2.1023
H 2.4242 1.4941 -0.5974



18
Properties=species:S:1:pos:R:3 method="wB97M-V/def2-TZVPD" homo_energy_ev=-8.47 energy_ha=-687.179279 gap_ev=9.37 largest_force_ev_per_a=2.7 relative_energy_kj_mol=78.9
C 1.0586 -2.2596 3.5078
C 0.9358 -1.7418 2.0373
O 1.9067 -1.3237 1.4432
N -0.3354 -1.5303 1.6116
H -0.4128 -1.1154 0.6868
H -1.1135 -1.8950 2.1029
H 2.1273 -2.3421 3.6912
H 0.5834 -3.2378 3.5754
H 0.6205 -1.5052 4.1432
C -1.6801 0.9462 -3.0443
C -0.4249 2.9277 -1.5240
S -0.3886 1.1595 -1.7616
H -1.9219 -0.1092 -2.9556
H -1.3469 1.1008 -4.0603
H -2.5241 1.4586 -2.5981
H 0.1491 3.2731 -2.4077
H 0.0514 3.3820 -0.6706
H -1.4196 3.3127 -1.7055



18
Properties=species:S:1:pos:R:3 method="wB97M-V/def2-TZVPD" homo_energy_ev=-9.57 energy_ha=-687.056307 gap_ev=10.39 largest_force_ev_per_a=4.4 relative_energy_kj_mol=401.8
C 0.6017 1.8066 1.0461
C 0.1239 -0.6715 1.3418
C -0.7999 -1.2421 -1.7916
C -0.1732 0.5887 0.5182
N 1.6611 -0.2285 -1.5063
O -0.4417 1.3255 -2.0564
S 0.2094 0.2401 -1.3317
H 1.6019 1.6464 1.1144
H 0.4066 2.7406 0.4471
H 0.3589 1.9229 2.2052
H -0.5425 -1.5095 0.8276
H -0.0461 -0.5047 2.4845
H 1.1950 -0.9697 1.2848
H -1.2160 -1.2805 -2.7525
H -0.1229 -2.1136 -1.7470
H -1.7042 -1.5270 -1.1734
H -1.4810 0.9505 0.7165
H 2.4139 0.4556 -1.3756



17
Properties=species:S:1:pos:R:3 method="wB97M-V/def2-TZVPD" spin_multiplicity=3 homo_energy_ev="-9.24 / -15.93" energy_ha=-554.587089 s2=2.0033 total_charge=+1 gap_ev="6.44 / 8.33" largest_force_ev_per_a=3.0 relative_energy_kj_mol=232.1
C -0.1012 -0.2981 -1.2748
C 0.6244 0.1789 -0.0468
C 0.1369 1.4238 0.6295
C -1.5807 -0.5181 0.7269
N -0.3421 -0.9213 0.0706
P 2.4500 -0.4353 0.1246
H -0.9177 0.2620 -1.6333
H 0.4569 -0.8576 -1.9923
H -0.7548 1.8370 0.1203
H 0.9205 2.0857 0.4656
H -0.1312 1.4620 1.6530
H -1.9219 -1.4723 1.0720
H -1.4199 0.1504 1.5914
H -2.1959 -0.0059 0.0392
H -0.1671 -1.8890 0.0501
H 2.7124 0.5510 -0.9315
H 2.2315 -1.5531 -0.6646